Record 1
Computed, not measured: C23H33N3O4 in the gas phase, with wB97M-V/def2-TZVPD.

```
! RIJCOSX wB97M-V def2-TZVPD def2/J DEFGRID3
* xyz 0 1
H 0.276 1.459 0.624
H 3.638 -1.157 -0.628
N -1.978 0.219 -0.425
H -0.751 0.725 -4.341
H -2.700 -1.253 1.817
H 1.286 -0.500 -0.963
C -2.153 0.548 2.872
H 1.495 -3.963 0.663
C -2.453 1.113 0.459
H 0.735 4.435 -0.087
C 2.565 -4.150 0.548
H 1.869 -1.546 1.846
H -3.435 4.976 -1.988
H 2.189 0.097 1.254
H -1.701 2.428 1.925
H 3.227 -5.782 1.846
H -3.214 -1.146 -1.395
N 3.285 -2.916 0.325
C 1.093 2.759 -1.368
N 0.188 -0.370 1.601
H -1.612 0.816 3.783
C 2.859 -1.925 -0.625
C 3.178 -4.695 1.844
C -1.036 3.844 -1.119
C 0.519 1.869 -2.262
H -2.207 -1.533 3.477
C -1.610 2.962 -2.027
O 5.148 -1.824 1.039
H 2.143 2.688 -1.127
H -0.865 -0.868 -2.486
C 0.306 3.738 -0.792
H 0.429 1.542 2.386
H -1.628 4.619 -0.660
C 1.509 -1.303 -0.258
C -1.593 1.362 1.701
O -2.902 3.019 -2.443
H 4.882 -3.798 2.915
C 4.556 -4.039 1.905
H 0.727 -2.062 -0.333
C -0.611 -1.340 2.105
H 2.796 -2.373 -1.625
H -1.120 -0.271 -0.229
C -0.823 1.944 -2.591
H -3.207 0.785 3.020
C -0.109 1.048 1.564
H -3.886 3.732 -0.773
H -2.277 -1.034 -3.528
H -4.732 3.808 -2.336
H 2.718 -4.833 -0.298
H 2.571 -4.377 2.692
C -1.443 0.942 -3.523
C -3.773 3.946 -1.839
C 4.404 -2.781 1.068
H 1.128 1.105 -2.726
C -1.990 -0.938 2.588
H -2.355 1.365 -3.943
C 1.520 -0.760 1.172
C -1.784 -0.375 -2.812
C -2.705 -0.196 -1.605
O -0.252 -2.506 2.117
O -3.513 1.692 0.323
H 5.325 -4.660 1.441
H -3.462 0.566 -1.801
*
```

Calculated values
M: 415.53 g mol⁻¹
Electronic energy: -37049.157 eV
E_HOMO: -8.44 eV
Relative energy (zero: lowest compared OMol25 entry of this formula, charge and spin): 22.7 kcal per mole
SMILES: COc1ccccc1CCCNC(=O)[C@H]1CCC(=O)N(CCCN2CCCC2=O)C1
LUMO: 0.693 eV


Record 2
Computed, not measured: a gas-phase ion, C5H6NO (charge +1), with wB97M-V/def2-TZVPD.

```
! RIJCOSX wB97M-V def2-TZVPD def2/J DEFGRID3
* xyz 1 1
H -0.761 -2.046 0.870
C 0.088 -0.134 0.183
C -0.607 0.756 -2.003
H 0.026 1.354 -2.663
H 0.977 -2.140 0.316
N 0.793 0.000 2.674
O 1.131 0.433 3.684
H -1.617 1.171 -2.069
H 0.040 1.899 -0.247
H -0.624 -0.278 -2.342
C 0.531 -0.398 1.584
C 0.149 -1.505 0.618
C -0.127 0.889 -0.604
*
```

Calculated values
M: 96.11 g mol⁻¹
Electronic energy: -8806.968 eV
E_HOMO: -14.94 eV
Relative energy (zero: lowest compared OMol25 entry of this formula, charge and spin): 138.0 kcal per mole
SMILES: C/C=C1\CC1=[N+]=O
LUMO: -6.636 eV


Record 3
Computed, not measured: a molecular structure, C4H4O2 at a distorted geometry, with wB97M-V/def2-TZVPD.

```
! RIJCOSX wB97M-V def2-TZVPD def2/J DEFGRID3
* xyz 0 1
H 2.000 0.119 0.519
C -1.006 0.095 0.349
O 0.152 -1.971 1.197
H 1.477 -0.221 -1.155
O -1.158 0.289 -1.083
C 0.082 1.108 -0.017
C 1.126 -0.028 -0.134
C 0.074 -0.977 0.513
H -1.913 0.229 0.942
H -0.836 1.355 -1.131
*
```

Calculated values
M: 84.07 g mol⁻¹
Electronic energy: -8302.292 eV
E_HOMO: -9.93 eV
Relative energy (zero: lowest compared OMol25 entry of this formula, charge and spin): 110.4 kcal per mole
LUMO: 0.117 eV


> What is the formula in the third record?

C4H4O2


> What is the relative energy (zero: lowest compared OMol25 entry of this formula, charge and spin) in the third record?

110.4 kcal per mole


> What is the M in the second record?

96.11 g mol⁻¹


> Number 1 is which compound?

C23H33N3O4